{"formula": "C5H8O3", "method": "ωB97M-V with the def2-TZVPD basis set", "symbols": ["C", "O", "C", "C", "O", "C", "O", "C", "H", "H", "H", "H", "H", "H", "H", "H"], "coordinates": [[-1.447, -1.012, 0.003], [-0.184, -1.189, 0.327], [0.565, -0.040, -0.103], [1.908, -0.612, -0.193], [2.834, 0.230, -0.034], [0.240, 0.972, 1.035], [-0.845, 1.739, 0.065], [-0.213, 0.880, -1.006], [-1.973, -2.133, -0.087], [-1.806, -0.652, -0.864], [-1.996, -0.356, 0.734], [2.089, -1.769, 0.058], [1.035, 1.638, 1.259], [-0.105, 0.557, 2.006], [0.600, 1.469, -1.448], [-0.701, 0.280, -1.752]], "atomic_forces_ev_per_a": [[-6.25, -4.84, 3.70], [2.42, -0.40, -1.40], [-2.67, -0.62, 2.89], [4.67, 2.28, 2.41], [-1.93, -3.07, -1.21], [-0.87, 1.20, -1.14], [2.72, -3.62, 0.43], [2.65, 1.52, 0.12], [1.09, 2.67, 0.92], [-0.06, 1.28, -3.41], [0.18, -0.92, -0.11], [-0.56, 2.25, -1.18], [0.64, 0.95, -0.14], [-0.51, 0.12, -1.02], [-0.49, 0.28, -0.43], [-1.02, 0.90, -0.41]], "nbo_charge": [-0.248, -0.515, 0.049, 0.398, -0.507, -0.048, -0.537, -0.100, 0.168, 0.167, 0.172, 0.175, 0.203, 0.212, 0.205, 0.206], "smiles": "COC1(C=O)COC1", "homo_energy_ev": -9.9, "spin_multiplicity": 1, "homo_lumo_gap_ev": 9.850, "e_above_lowest_ev": 5.785}

{"formula": "C5H8O3", "method": "ωB97M-V with the def2-TZVPD basis set", "symbols": ["C", "C", "O", "C", "O", "C", "C", "O", "H", "H", "H", "H", "H", "H", "H", "H"], "coordinates": [[0.812, -0.174, 1.762], [0.408, -0.870, 0.475], [0.820, -2.024, 0.236], [-0.958, -0.547, -0.103], [-1.816, -1.571, -0.418], [-0.916, 0.586, -0.774], [0.731, 1.180, -0.751], [-1.695, 1.109, -1.732], [1.880, 0.048, 1.716], [0.637, -0.853, 2.601], [0.264, 0.753, 1.935], [-1.363, -2.375, -0.089], [1.735, 0.865, -0.464], [0.573, 2.145, -0.262], [0.885, 1.347, -1.822], [-1.997, 0.380, -2.311]], "atomic_forces_ev_per_a": [[0.76, 0.61, -0.50], [-2.12, -4.15, 1.80], [-0.02, 2.29, 0.03], [0.86, -0.80, -1.32], [0.35, -0.20, 0.90], [4.10, 0.79, 0.30], [-2.95, 2.29, -1.28], [0.00, -0.51, -0.20], [0.01, -0.03, 0.24], [-0.05, -0.07, -0.29], [0.05, -0.12, -0.13], [-0.35, 0.30, -0.26], [-0.71, -1.29, 0.69], [0.45, 0.21, -0.33], [-0.31, 0.30, 0.01], [-0.05, 0.37, 0.34]], "nbo_charge": [-0.705, 0.557, -0.585, 0.079, -0.680, 0.330, -0.720, -0.672, 0.229, 0.249, 0.229, 0.501, 0.245, 0.219, 0.231, 0.494], "smiles": "CC(=O)/C(O)=C(\\C)O", "homo_energy_ev": -8.9, "spin_multiplicity": 1, "homo_lumo_gap_ev": 9.531, "e_above_lowest_ev": 3.484}

{"formula": "C5H8O3", "method": "ωB97M-V with the def2-TZVPD basis set", "symbols": ["O", "C", "C", "O", "C", "C", "C", "O", "H", "H", "H", "H", "H", "H", "H", "H"], "coordinates": [[-1.673, 1.147, -0.060], [-0.974, 0.022, 0.520], [-0.909, -1.169, -0.510], [0.458, -1.317, -1.102], [0.802, 0.066, -0.927], [1.650, 1.108, -0.079], [0.571, 0.239, 0.542], [1.235, -0.721, 1.237], [-1.961, 1.771, 0.653], [-1.323, -0.372, 1.469], [-1.062, -2.056, 0.130], [-1.660, -1.038, -1.306], [0.069, 0.722, -1.515], [2.556, 0.988, 0.484], [1.631, 2.038, -0.648], [0.591, -1.428, 1.113]], "atomic_forces_ev_per_a": [[-0.25, -0.40, 1.54], [1.41, 1.01, -1.08], [-0.27, -1.15, 0.44], [-0.96, 1.31, 0.26], [-0.02, 1.07, -0.31], [-0.33, -0.77, -0.76], [-1.01, 3.39, -1.64], [-0.59, -1.17, 1.05], [0.53, -0.93, -0.83], [-0.65, 0.49, 0.26], [-0.32, -0.20, -0.93], [0.30, -0.23, 0.40], [1.29, -0.96, 0.65], [0.53, -0.38, -0.26], [-0.63, -0.01, 0.67], [0.95, -1.06, 0.53]], "nbo_charge": [-0.719, 0.053, -0.141, -0.508, 0.014, -0.375, 0.144, -0.669, 0.485, 0.183, 0.185, 0.221, 0.183, 0.238, 0.242, 0.465], "smiles": "O[C@H]1CO[C@@H]2C[C@@]12O", "homo_energy_ev": -8.6, "spin_multiplicity": 1, "homo_lumo_gap_ev": 9.181, "e_above_lowest_ev": 5.596}

{"formula": "C5H8O3S", "method": "ωB97M-V with the def2-TZVPD basis set", "symbols": ["C", "C", "C", "C", "C", "O", "O", "O", "S", "H", "H", "H", "H", "H", "H", "H", "H"], "coordinates": [[0.988, 1.500, -0.093], [0.425, 0.166, 0.318], [-0.352, -0.006, 1.817], [-1.601, -0.248, -1.069], [-0.209, -0.665, -0.793], [0.541, 2.582, -0.203], [2.586, -1.375, -0.604], [2.306, 1.176, -0.268], [2.222, -0.377, 0.371], [-0.136, 0.968, 2.250], [0.083, -0.975, 2.259], [-1.394, -0.245, 1.619], [-2.005, 0.169, -0.149], [-2.139, -1.069, -1.439], [-1.697, 0.620, -1.885], [0.503, -0.504, -1.628], [-0.121, -1.718, -0.504]], "atomic_forces_ev_per_a": [[-0.21, -0.48, 0.21], [-0.64, -1.95, 2.13], [2.24, -0.99, -2.98], [-0.32, 3.17, -1.64], [2.04, 0.60, -0.20], [-0.47, 0.89, -0.09], [-0.29, -0.21, -0.66], [0.40, 0.31, -0.42], [0.24, 0.17, 1.64], [-0.40, -0.54, 0.92], [-0.32, 1.90, -0.16], [-0.02, 0.55, 0.20], [-0.63, -0.21, -0.27], [-1.15, -0.98, -0.35], [0.40, -1.85, 1.78], [-0.76, -0.52, -0.09], [-0.10, 0.14, -0.04]], "nbo_charge": [0.750, -0.300, -0.608, -0.608, -0.425, -0.516, -0.897, -0.654, 1.472, 0.236, 0.228, 0.222, 0.206, 0.220, 0.219, 0.231, 0.224], "homo_energy_ev": -10.0, "spin_multiplicity": 1, "homo_lumo_gap_ev": 10.506, "e_above_lowest_ev": 1.768}